No. 1
Here is a cluster of 10 separate species, ClH18O13 in total from the OMol25 dataset. Energies are from ωB97M-V/def2-TZVPD.

gap between HOMO and LUMO = 11.0 eV
relative energy (zero: lowest compared OMol25 entry of this formula, charge and spin) = 6.47 kcal/mol
HOMO = -8.2 eV
charge = -1
DFT total energy = -39428.372 eV

```
32
Properties=species:S:1:pos:R:3:forces:R:3
Cl -29.3315 17.0369 29.2314 -0.015 0.084 -0.635
O -29.4321 15.7972 29.9692 0.078 0.238 0.165
O -27.9529 17.4410 29.1040 -0.084 -0.082 0.102
O -29.8647 16.8013 27.8867 0.235 0.123 0.182
O -30.1003 18.0683 29.8650 0.065 -0.211 0.142
O -30.9798 20.9353 30.2039 0.001 0.089 0.118
H -30.6655 20.0246 30.2539 -0.052 -0.093 -0.096
H -30.1711 21.4547 30.2112 0.058 0.005 -0.102
O -27.8229 20.4735 28.3460 -0.030 0.149 0.136
H -27.8742 19.6558 28.8557 0.061 -0.135 -0.069
H -28.3611 20.3011 27.5688 -0.026 -0.036 -0.032
O -28.3023 13.0409 30.8436 0.141 -0.012 -0.198
H -28.5789 12.2765 30.3314 -0.112 -0.041 0.044
H -28.7929 13.7754 30.4517 -0.077 0.123 0.124
O -25.1759 16.4554 26.6852 0.126 0.069 -0.008
H -24.7220 15.6152 26.5819 -0.057 -0.067 -0.019
H -26.0144 16.2146 27.0921 -0.009 0.017 0.005
O -27.4618 14.1668 27.1424 0.170 0.102 0.015
H -27.8566 14.9635 27.5141 -0.250 0.007 0.041
H -27.2514 13.6335 27.9152 -0.025 -0.008 0.082
O -31.3977 14.5910 27.0604 0.013 -0.061 0.161
H -30.8524 15.3580 27.2996 -0.010 0.042 -0.112
H -32.2737 14.8038 27.3942 -0.072 0.008 -0.087
O -28.8299 17.6078 25.0618 0.023 0.069 -0.012
H -28.9805 17.6304 26.0143 -0.112 -0.074 0.069
H -28.5377 16.7076 24.8942 0.028 -0.034 -0.003
O -31.6833 14.0797 30.1309 -0.300 -0.211 0.034
H -32.1625 14.7659 30.6038 0.085 0.108 0.064
H -31.3277 14.5175 29.3479 0.107 -0.108 0.014
O -31.0879 16.6085 32.7577 -0.108 -0.058 -0.004
H -30.5542 16.2481 32.0389 0.100 0.060 -0.125
H -31.1374 15.8999 33.4042 0.048 -0.062 0.004
```
Forces are in eV/Å.

Atomic partial charges in e from the Mulliken method, atoms 1 to 5: number 1, Cl, carries 1.510; number 2, O, carries -0.556; number 3, O, carries -0.647; number 4, O, carries -0.717; number 5, O, carries -0.728



No. 2
Here is the molecule C23H28N2O4 from the OMol25 dataset. Energies are from ωB97M-V/def2-TZVPD.

gap between HOMO and LUMO = 8.5 eV
relative energy (zero: lowest compared OMol25 entry of this formula, charge and spin) = 40.29 kcal/mol
SMILES = CCCCNC(=O)[C@@H]1CC(=O)N(c2ccc(OC)cc2)[C@H]1c1ccc(OC)cc1
HOMO = -7.8 eV
DFT total energy = -35476.574 eV

```
57
Properties=species:S:1:pos:R:3:forces:R:3
C 5.7211 0.5587 1.0036 -0.218 -0.024 -0.119
C 4.5964 1.0234 0.0876 0.231 0.191 0.077
C 4.7419 2.4990 -0.2808 -0.323 -0.245 -0.215
C 3.6480 2.9682 -1.2426 0.339 0.080 -0.031
N 2.3334 2.8812 -0.6467 0.201 0.318 0.133
C 1.4669 1.8928 -0.9488 -0.453 0.254 0.308
O 1.6311 1.1204 -1.8676 0.101 -0.323 -0.257
C 0.2245 1.8657 -0.0467 0.050 -0.221 -0.176
C 0.5858 1.6342 1.4176 -0.008 -0.037 0.043
C 0.6165 0.1131 1.5428 0.188 0.489 0.295
O 1.1495 -0.4964 2.4425 0.104 -0.136 0.186
N -0.0660 -0.3985 0.4882 -0.050 0.183 -0.318
C -0.2353 -1.7613 0.1962 0.043 -0.513 0.062
C 0.6520 -2.7136 0.6832 0.004 0.190 0.034
C 0.4933 -4.0534 0.3786 -0.102 -0.322 -0.136
C -0.5572 -4.4700 -0.4299 -0.082 0.147 -0.019
O -0.8041 -5.7611 -0.7962 -0.170 0.273 -0.073
C 0.0697 -6.7632 -0.3386 0.127 -0.141 0.068
C -1.4471 -3.5145 -0.9195 0.118 -0.265 0.017
C -1.2919 -2.1807 -0.6117 0.082 0.021 0.059
C -0.6292 0.6254 -0.3762 -0.067 0.290 -0.295
C -2.0949 0.8885 -0.1231 -0.027 0.023 -0.065
C -2.8591 1.4904 -1.1117 0.177 -0.136 0.211
C -4.1965 1.7836 -0.9087 -0.352 0.110 -0.001
C -4.7963 1.4714 0.3066 0.155 -0.063 0.078
O -6.0989 1.7101 0.6201 0.222 -0.143 0.190
C -6.9282 2.3008 -0.3505 -0.127 0.097 -0.158
C -4.0308 0.8641 1.3033 -0.235 0.115 -0.054
C -2.6993 0.5797 1.0907 -0.034 0.062 -0.134
H 5.5906 -0.4892 1.2605 0.069 -0.104 0.082
H 5.7284 1.1372 1.9251 0.049 0.036 0.122
H 6.6867 0.6773 0.5165 0.132 -0.002 -0.006
H 4.5947 0.4258 -0.8258 -0.086 -0.028 -0.036
H 3.6391 0.8574 0.5858 -0.068 -0.038 -0.044
H 4.7144 3.1086 0.6269 0.076 0.065 0.042
H 5.7101 2.6596 -0.7586 0.079 0.066 0.025
H 3.6284 2.3308 -2.1288 0.028 0.146 0.030
H 3.8312 4.0031 -1.5478 -0.013 -0.109 -0.066
H 2.1565 3.4664 0.1546 -0.099 -0.121 -0.045
H -0.3372 2.7907 -0.2013 0.015 -0.097 -0.009
H 1.5418 2.0518 1.7308 -0.036 -0.059 0.033
H -0.1894 2.0217 2.0826 0.018 -0.027 0.030
H 1.4710 -2.4092 1.3126 0.022 0.023 0.024
H 1.2039 -4.7596 0.7776 0.050 -0.083 0.019
H 1.0919 -6.5999 -0.6957 -0.033 -0.001 0.028
H -0.3100 -7.6967 -0.7513 0.068 0.039 0.055
H 0.0729 -6.8266 0.7546 0.015 0.010 -0.039
H -2.2622 -3.8439 -1.5440 -0.101 -0.029 -0.078
H -2.0048 -1.4681 -0.9949 -0.061 0.053 -0.047
H -0.4681 0.3399 -1.4227 -0.018 0.052 0.201
H -2.4028 1.7326 -2.0611 0.042 0.019 -0.136
H -4.7565 2.2490 -1.7042 -0.091 0.039 -0.048
H -6.5748 3.2991 -0.6289 -0.006 -0.046 -0.001
H -7.9101 2.3840 0.1124 0.053 0.017 -0.080
H -7.0037 1.6782 -1.2479 0.014 0.031 0.026
H -4.5080 0.6227 2.2397 -0.067 -0.037 0.120
H -2.1294 0.0988 1.8718 0.052 -0.090 0.085
```
Forces are in eV/Å.

Atomic partial charges in e from the Mulliken method, atoms 1 to 5: number 1, C, carries -1.517; number 2, C, carries 0.293; number 3, C, carries -0.622; number 4, C, carries -0.886; number 5, N, carries -0.076



No. 3
Here is a structure of composition C24H28NO3PtSi at a distorted geometry from the OMol25 dataset. Energies are from ωB97M-V/def2-TZVPD.

gap between HOMO and LUMO (alpha / beta) = 6.0 / 6.0 eV
relative energy (zero: lowest compared OMol25 entry of this formula, charge and spin) = 58.85 kcal/mol
HOMO (alpha / beta) = -4.3 / -4.4 eV
charge = -1
DFT total energy = -44100.938 eV

```
58
Properties=species:S:1:pos:R:3:forces:R:3
Pt -0.8269 -0.5024 -0.1304 -1.017 -0.425 -0.859
C -1.7934 -4.7914 -1.3853 0.226 0.302 -0.104
C -1.0938 -3.5126 -1.8516 -0.543 -0.019 -0.488
C -0.2393 -3.8040 -3.0901 -0.154 -0.024 0.155
O -0.2787 -3.0510 -0.7811 0.192 -0.410 -0.138
C -2.2193 -2.4732 -2.2746 0.716 -1.502 0.124
O -2.9881 -2.8581 -3.1482 -0.216 -0.010 -0.352
O -2.2366 -1.3523 -1.7147 -0.117 1.438 1.565
H -1.0558 -5.5788 -1.2260 0.021 -0.042 0.056
H -2.5063 -5.0968 -2.1484 -0.010 -0.021 0.039
H -2.3217 -4.6051 -0.4527 -0.064 -0.001 0.092
H 0.4359 -4.6402 -2.9019 0.055 -0.015 0.058
H 0.3565 -2.9340 -3.3702 0.051 0.040 -0.022
H -0.8919 -4.0483 -3.9247 -0.022 -0.015 -0.036
H 0.4335 -2.5134 -1.1531 0.003 -0.027 0.136
C 4.1199 1.4937 1.6091 0.148 0.130 0.125
C 4.2342 1.6725 0.2390 0.154 0.082 0.089
C 3.2164 1.2906 -0.6104 -0.139 -0.042 -0.136
C 2.0336 0.7111 -0.1171 0.927 -0.005 0.306
C 1.9652 0.4916 1.2683 -0.083 0.047 -0.303
C 2.9736 0.8953 2.1115 0.183 -0.051 0.174
N 1.0257 0.2785 -0.9356 -0.984 -0.421 1.639
C 0.7856 0.8932 -2.1418 -0.076 0.570 -1.003
C 1.0543 2.2520 -2.3945 -0.148 -0.262 0.245
C 0.7965 2.8042 -3.6291 -0.006 0.134 -0.101
C 0.2550 2.0418 -4.6518 -0.054 -0.053 -0.130
C -0.0343 0.7057 -4.4180 -0.060 0.163 -0.239
C 0.2316 0.1402 -3.1924 0.181 0.064 0.500
H 4.9059 1.8256 2.2750 0.021 -0.009 0.014
H 5.1319 2.1216 -0.1721 -0.018 -0.011 -0.015
H 3.3181 1.4366 -1.6772 0.090 -0.024 0.005
H 1.0774 0.0110 1.6542 -0.097 0.031 0.045
H 2.8595 0.7516 3.1789 0.002 -0.037 0.028
H 1.4462 2.8658 -1.5969 0.037 0.050 0.031
H 1.0143 3.8501 -3.7946 -0.001 0.113 -0.021
H 0.0512 2.4878 -5.6137 -0.015 0.030 -0.109
H -0.4685 0.0952 -5.1971 -0.055 -0.028 -0.059
H -0.0106 -0.8964 -3.0157 0.025 -0.045 0.032
C -0.8689 -1.5536 3.2305 -0.229 0.416 -0.873
Si -1.7303 -0.3031 2.0103 0.586 0.273 0.749
C -3.5937 -0.4991 2.5049 0.709 0.032 -0.827
C -1.1358 1.4251 2.6593 -0.245 -0.593 -0.597
C -0.6918 2.3597 1.7276 -0.103 0.006 -0.290
C -0.0710 3.5316 2.1161 0.016 0.236 -0.002
C 0.0990 3.8090 3.4633 0.109 0.102 -0.084
C -0.3590 2.9068 4.4070 0.022 0.103 0.278
C -0.9695 1.7306 4.0044 -0.016 -0.206 0.106
H -1.1710 -1.3909 4.2611 -0.205 0.158 0.164
H 0.2127 -1.4743 3.1873 0.203 0.037 -0.061
H -1.1323 -2.5709 2.9613 -0.063 -0.260 -0.068
H -3.7299 -0.3673 3.5753 0.230 0.076 0.193
H -3.9355 -1.4962 2.2456 -0.093 -0.223 -0.062
H -4.2324 0.2119 1.9930 -0.116 0.162 -0.136
H -0.8235 2.1392 0.6697 0.108 0.043 0.062
H 0.2955 4.2243 1.3690 -0.005 0.028 -0.028
H 0.5992 4.7176 3.7736 0.007 0.024 0.018
H -0.2201 3.1181 5.4624 -0.043 -0.035 -0.027
H -1.2987 1.0237 4.7536 -0.025 -0.076 0.144
```
Forces are in eV/Å.

Atomic partial charges in e from the Mulliken method, atoms 1 to 5: number 1, Pt, carries 1.142; number 2, C, carries -1.817; number 3, C, carries 1.688; number 4, C, carries -1.606; number 5, O, carries -0.716



No. 4
Here is the molecule CH5N3O2 at a distorted geometry from the OMol25 dataset. Energies are from ωB97M-V/def2-TZVPD.

gap between HOMO and LUMO = 10.2 eV
relative energy (zero: lowest compared OMol25 entry of this formula, charge and spin) = 68.38 kcal/mol
SMILES = NN1NO[C@H]1O
HOMO = -9.2 eV
DFT total energy = -9679.505 eV

```
11
Properties=species:S:1:pos:R:3:forces:R:3
N 1.4628 0.8112 -0.1781 0.266 0.092 -0.337
N 0.3950 0.1510 0.3848 -0.781 -0.447 0.621
N 0.3956 -1.3174 0.2517 -0.357 -0.222 -0.760
O -0.9817 -1.2477 -0.3030 0.686 -0.082 0.533
C -0.8578 0.1635 -0.3975 0.770 0.354 -0.142
O -1.8874 0.8736 0.1201 -0.436 0.102 0.007
H 1.7189 0.4498 -1.0986 0.015 -0.154 0.176
H 2.2574 0.7647 0.4491 -0.145 0.097 -0.110
H 0.2703 -1.7418 1.1766 -0.090 0.328 -0.088
H -0.7107 0.5141 -1.4299 -0.082 -0.064 0.163
H -2.0625 0.5791 1.0248 0.153 -0.005 -0.063
```
Forces are in eV/Å.

Atomic partial charges in e from the Mulliken method, atoms 1 to 5: number 1, N, carries -0.567; number 2, N, carries 0.039; number 3, N, carries -0.273; number 4, O, carries -0.307; number 5, C, carries 0.169



No. 5
Here is the molecule C3H8N2 at a distorted geometry from the OMol25 dataset. Energies are from ωB97M-V/def2-TZVPD.

gap between HOMO and LUMO = 9.5 eV
relative energy (zero: lowest compared OMol25 entry of this formula, charge and spin) = 138.01 kcal/mol
SMILES = NC1CNC1
HOMO = -8.6 eV
DFT total energy = -6215.862 eV

```
13
Properties=species:S:1:pos:R:3:forces:R:3
N -0.8405 0.5211 -1.6036 5.152 -1.812 -2.373
C -0.2763 -0.1178 -0.3295 -2.429 -0.064 -0.219
C -0.3670 0.7186 0.9774 -4.935 -1.104 -1.479
N 0.6978 -0.0243 1.4832 4.434 -3.842 0.362
C 1.1472 -0.5359 0.0570 -3.012 -0.079 1.259
H -1.8234 0.4569 -1.8079 -0.096 -0.655 0.189
H -0.1669 0.1973 -2.6224 -3.069 1.126 4.247
H -0.4885 -1.1991 0.0033 -2.806 1.701 -0.920
H 0.1300 1.6629 0.8993 -1.237 1.479 -0.398
H -1.5908 0.6355 1.3582 3.812 0.719 -0.290
H 0.7079 -0.8279 2.1047 -0.964 0.513 0.121
H 1.7928 0.1376 -0.3453 3.017 1.145 -0.973
H 1.0777 -1.6249 -0.1747 2.133 0.874 0.474
```
Forces are in eV/Å.

Atomic partial charges in e from the Mulliken method, atoms 1 to 5: number 1, N, carries -0.567; number 2, C, carries -0.010; number 3, C, carries -0.398; number 4, N, carries -0.455; number 5, C, carries -0.655